# 1
# C33H47BaN2O6PSi

A structure of composition C33H47BaN2O6PSi at a distorted geometry (ωB97M-V/def2-TZVPD, the Open Molecules 2025 dataset).

Calculated values
- Energy relative to the best compared isomer or geometry (same formula, charge and spin): 21.0 kcal/mol
- Frontier orbital gap: 5.1 eV

```
! RIJCOSX wB97M-V def2-TZVPD def2/J DEFGRID3
* xyz -2 1
Ba 0.107 -0.469 1.282
O -3.531 -3.155 5.984
C -2.867 -2.533 4.968
C -2.472 -1.204 5.059
C -1.804 -0.653 3.986
N -1.551 -1.375 2.884
C -1.904 -2.672 2.818
C -2.577 -3.295 3.844
C -1.426 -3.461 1.573
O -1.825 -4.605 1.433
O -0.605 -2.792 0.829
C -1.219 0.786 4.047
O -1.403 1.398 5.089
O -0.569 1.127 2.989
H -3.635 -2.525 6.706
H -2.643 -0.588 5.934
H -2.842 -4.340 3.762
C 3.957 2.614 -1.963
C 3.245 1.738 -0.934
C 2.788 2.615 0.244
P 1.780 0.734 -1.433
C 2.511 -0.693 -2.351
C 3.509 -0.447 -3.480
C 1.342 -1.545 -2.866
C 0.770 1.677 -2.574
C 1.204 2.272 -3.759
C 0.381 2.974 -4.627
C 0.912 3.630 -5.875
C -0.964 3.059 -4.249
C -1.454 2.490 -3.090
C -0.615 1.763 -2.179
N -1.045 1.222 -1.020
C -2.422 1.207 -0.771
C -2.954 2.007 0.255
C -2.057 2.953 1.013
C -4.310 1.916 0.574
C -5.173 1.056 -0.092
C -6.642 0.994 0.240
C -4.632 0.261 -1.096
C -3.284 0.319 -1.444
C -2.717 -0.609 -2.483
H 4.831 3.090 -1.505
H 3.293 3.411 -2.310
H 4.302 2.069 -2.843
H 3.942 0.986 -0.545
H 1.926 3.232 -0.037
H 3.593 3.289 0.558
H 2.495 2.021 1.113
H 3.009 -1.260 -1.558
H 3.066 0.143 -4.288
H 3.824 -1.406 -3.914
H 4.412 0.063 -3.137
H 0.780 -1.002 -3.633
H 0.637 -1.818 -2.077
H 1.718 -2.478 -3.298
H 2.254 2.182 -4.023
H 1.849 3.165 -6.196
H 1.118 4.699 -5.742
H 0.208 3.545 -6.709
H -1.655 3.603 -4.892
H -2.505 2.595 -2.846
H -1.338 3.430 0.342
H -1.472 2.442 1.784
H -2.648 3.726 1.513
H -4.696 2.544 1.374
H -6.841 1.389 1.239
H -7.013 -0.034 0.211
H -7.247 1.575 -0.464
H -5.274 -0.444 -1.621
H -3.491 -1.278 -2.867
H -1.908 -1.216 -2.062
H -2.279 -0.066 -3.325
C 1.201 -5.098 -0.857
O 1.762 -3.869 -0.431
H 0.672 -5.000 -1.813
H 0.496 -5.502 -0.125
H 2.017 -5.810 -0.993
H 1.021 -3.371 -0.043
C 1.937 -1.858 4.546
Si 2.661 -1.122 2.897
C 4.024 -2.413 2.500
C 3.754 0.288 3.630
H 2.733 -2.020 5.291
H 1.433 -2.820 4.371
H 1.192 -1.184 4.995
H 4.608 -2.680 3.399
H 4.719 -2.010 1.747
H 3.594 -3.329 2.073
H 4.473 -0.104 4.371
H 3.130 1.043 4.128
H 4.320 0.808 2.844
*
```


# 2
# C15H11Cl2N3OS

An isolated molecule of C15H11Cl2N3OS at a distorted geometry (ωB97M-V/def2-TZVPD, the Open Molecules 2025 dataset).

Calculated values
- Energy relative to the best compared isomer or geometry (same formula, charge and spin): 27.8 kcal/mol
- Frontier orbital gap: 7.5 eV
- SMILES: Cn1cccc1/C=N/NC(=O)c1sc2cc(Cl)ccc2c1Cl

```
! RIJCOSX wB97M-V def2-TZVPD def2/J DEFGRID3
* xyz 0 1
C -3.820 4.122 0.086
N -2.957 4.000 1.274
C -3.009 4.926 2.349
C -1.957 4.728 3.183
C -1.184 3.623 2.639
C -1.838 3.179 1.507
C -1.361 2.038 0.672
N -0.138 1.571 0.838
N 0.420 0.532 0.122
C -0.146 -0.573 -0.570
O -1.307 -0.628 -0.936
C 0.660 -1.729 -0.948
S 0.052 -2.903 -2.126
C 1.499 -3.851 -1.914
C 1.873 -4.995 -2.587
C 3.139 -5.575 -2.384
Cl 3.631 -7.009 -3.297
C 4.024 -5.042 -1.459
C 3.621 -3.904 -0.706
C 2.378 -3.344 -0.924
C 1.805 -2.117 -0.310
Cl 2.597 -1.336 1.033
H -3.308 4.675 -0.719
H -4.079 3.097 -0.259
H -4.758 4.621 0.302
H -3.754 5.696 2.467
H -1.752 5.351 4.060
H -0.260 3.236 3.044
H -1.966 1.562 -0.135
H 1.433 0.444 0.291
H 1.189 -5.376 -3.344
H 4.978 -5.542 -1.284
H 4.295 -3.476 0.036
*
```


# 3
# C17H12N5OsS4

A structure of composition C17H12N5OsS4 (ωB97M-V/def2-TZVPD, the Open Molecules 2025 dataset).

Calculated values
- Energy relative to the best compared isomer or geometry (same formula, charge and spin): 15.2 kcal/mol
- Frontier orbital gap (alpha / beta): 5.8 / 5.8 eV

```
! RIJCOSX wB97M-V def2-TZVPD def2/J DEFGRID3
* xyz 1 1
Os 0.616 -0.405 -1.680
S -0.799 0.485 -0.054
C -0.563 -0.561 1.294
C -0.991 -0.227 2.587
C -0.825 -1.124 3.618
C -1.243 -0.756 4.943
N -1.566 -0.444 5.999
C -0.247 -2.397 3.382
C 0.149 -2.744 2.111
C 0.007 -1.819 1.069
S 0.486 -2.233 -0.551
C -0.064 -3.325 4.463
N 0.095 -4.064 5.327
H -1.447 0.734 2.779
H 0.579 -3.720 1.927
S 2.468 -0.956 -3.157
C 3.310 -0.363 -1.762
C 4.650 -0.456 -1.419
C 5.043 0.065 -0.200
C 4.108 0.645 0.666
C 2.788 0.657 0.295
N 2.413 0.170 -0.900
H 5.348 -0.931 -2.093
H 6.083 0.012 0.095
H 4.404 1.054 1.620
H 1.999 1.045 0.926
C -3.666 0.046 -2.796
N -3.051 1.332 -2.480
C -3.693 2.428 -1.940
C -2.770 3.404 -1.794
N -1.580 2.879 -2.245
C -1.761 1.619 -2.655
S -0.538 0.585 -3.365
H -4.669 0.037 -2.381
H -3.079 -0.752 -2.347
H -3.711 -0.091 -3.874
H -4.742 2.414 -1.706
H -2.855 4.405 -1.414
H -0.691 3.353 -2.281
*
```


# 4
# C7H6O2

An isolated molecule of C7H6O2 at a distorted geometry (ωB97M-V/def2-TZVPD, the Open Molecules 2025 dataset).

Calculated values
- Energy relative to the best compared isomer or geometry (same formula, charge and spin): 9.1 kcal/mol
- Frontier orbital gap: 10.2 eV
- SMILES: O=C(O)c1ccccc1

```
! RIJCOSX wB97M-V def2-TZVPD def2/J DEFGRID3
* xyz 0 1
O 1.307 -2.262 -1.718
C 1.337 -1.659 -0.613
O 2.140 -1.987 0.333
C 0.383 -0.531 -0.310
C 0.885 0.679 0.139
C 0.011 1.769 0.461
C -1.332 1.565 0.303
C -1.869 0.216 -0.057
C -0.969 -0.741 -0.343
H 2.134 -1.382 1.105
H 2.038 0.819 0.283
H 0.363 2.667 0.808
H -1.970 2.281 0.503
H -3.109 0.086 -0.090
H -1.348 -1.518 -0.803
*
```


# 5
# C56H142N10O18

A cluster of 10 separate species, C56H142N10O18 in total at a distorted geometry (ωB97M-V/def2-TZVPD, the Open Molecules 2025 dataset).

Calculated values
- Frontier orbital gap (alpha / beta): 1.0 / 8.2 eV
- ⟨S²⟩: 0.750

```
! RIJCOSX wB97M-V def2-TZVPD def2/J DEFGRID3
* xyz -1 2
C 20.234 3.637 -24.440
O 19.165 2.899 -23.856
C 18.099 2.547 -24.770
C 17.129 1.668 -24.066
N 17.578 0.260 -24.295
C 16.749 -0.669 -23.649
C 17.597 -1.923 -23.446
O 18.612 -1.697 -22.450
C 19.568 -2.680 -22.289
H 20.616 3.183 -25.355
H 21.035 3.738 -23.708
H 19.901 4.651 -24.661
H 18.411 2.112 -25.720
H 17.572 3.435 -25.118
H 16.103 1.802 -24.410
H 17.035 1.889 -23.003
H 18.541 0.160 -24.008
H 15.806 -0.913 -24.138
H 16.429 -0.330 -22.663
H 18.182 -2.071 -24.354
H 16.987 -2.777 -23.153
H 20.415 -2.390 -21.666
H 20.008 -2.951 -23.249
H 19.158 -3.592 -21.855
C 21.047 -2.269 -18.560
O 22.107 -2.779 -17.747
C 22.818 -1.774 -16.983
C 23.608 -2.483 -15.910
N 22.754 -2.587 -14.761
C 23.367 -3.317 -13.701
C 22.419 -3.628 -12.515
O 21.673 -4.837 -12.629
C 20.785 -5.092 -11.524
H 21.331 -1.609 -19.379
H 20.335 -1.654 -18.009
H 20.564 -3.079 -19.108
H 22.293 -0.858 -16.712
H 23.561 -1.278 -17.608
H 24.392 -1.801 -15.581
H 23.932 -3.422 -16.357
H 21.992 -3.180 -15.057
H 24.245 -2.751 -13.391
H 23.746 -4.281 -14.041
H 21.804 -2.739 -12.376
H 23.084 -3.763 -11.661
H 20.104 -5.897 -11.800
H 20.159 -4.245 -11.247
H 21.333 -5.423 -10.642
C 22.696 0.359 -12.647
O 23.518 1.027 -11.682
C 22.911 1.576 -10.548
C 23.958 2.384 -9.832
N 24.171 3.687 -10.560
C 25.032 4.579 -9.828
C 26.404 4.017 -9.278
O 27.358 3.956 -10.298
C 28.668 3.685 -9.824
H 22.125 1.173 -13.093
H 22.000 -0.343 -12.188
H 23.266 -0.145 -13.428
H 22.416 0.849 -9.905
H 22.081 2.223 -10.834
H 24.840 1.752 -9.733
H 23.615 2.676 -8.840
H 24.478 3.629 -11.520
H 24.413 4.953 -9.013
H 25.277 5.465 -10.413
H 26.198 3.077 -8.766
H 26.735 4.558 -8.391
H 29.403 3.707 -10.629
H 28.866 2.749 -9.303
H 28.869 4.561 -9.208
C 18.151 1.414 -9.367
O 18.138 1.501 -10.768
C 17.422 2.651 -11.250
C 17.927 3.090 -12.681
N 17.120 4.164 -13.309
C 17.641 4.365 -14.656
C 17.034 5.565 -15.348
O 17.512 5.704 -16.650
C 16.728 6.614 -17.447
H 17.104 1.239 -9.119
H 18.710 2.238 -8.924
H 18.620 0.479 -9.059
H 17.459 3.495 -10.561
H 16.393 2.299 -11.321
H 17.789 2.251 -13.363
H 18.987 3.335 -12.604
H 17.259 5.007 -12.769
H 17.314 3.487 -15.213
H 18.712 4.553 -14.742
H 17.259 6.478 -14.798
H 15.946 5.526 -15.308
H 16.703 7.583 -16.949
H 15.795 6.075 -17.611
H 17.216 6.717 -18.416
C 8.212 -0.526 -20.412
O 9.299 0.211 -19.861
C 8.734 1.244 -18.957
C 9.636 2.507 -18.838
N 10.820 2.222 -17.969
C 11.616 1.047 -18.366
C 12.993 1.118 -17.575
O 13.834 2.167 -18.194
C 14.847 2.696 -17.351
H 8.675 -1.110 -21.206
H 7.514 0.063 -21.008
H 7.747 -1.225 -19.716
H 8.582 0.746 -17.999
H 7.829 1.750 -19.292
H 9.090 3.404 -18.547
H 10.086 2.693 -19.814
H 11.441 3.012 -18.077
H 11.845 0.976 -19.430
H 11.068 0.128 -18.158
H 13.560 0.198 -17.434
H 12.776 1.318 -16.526
H 14.467 3.363 -16.577
H 15.508 3.376 -17.890
H 15.374 1.901 -16.825
C 17.121 -1.218 -18.533
O 15.887 -0.760 -19.051
C 15.263 -1.664 -19.981
C 14.182 -0.836 -20.762
N 13.337 -1.714 -21.657
C 12.259 -0.914 -22.268
C 11.199 -1.798 -22.965
O 10.487 -2.643 -22.020
C 9.646 -3.683 -22.546
H 17.212 -2.303 -18.486
H 17.249 -0.847 -17.516
H 17.918 -0.877 -19.194
H 14.871 -2.554 -19.489
H 16.039 -2.105 -20.608
H 14.734 -0.059 -21.292
H 13.609 -0.406 -19.940
H 12.860 -2.401 -21.091
H 12.740 -0.200 -22.936
H 11.795 -0.346 -21.462
H 11.583 -2.483 -23.722
H 10.604 -1.148 -23.605
H 9.083 -4.204 -21.772
H 10.123 -4.501 -23.087
H 8.986 -3.235 -23.288
C 22.513 0.615 -20.733
O 23.000 1.877 -20.590
C 22.419 2.824 -21.455
C 23.114 4.151 -21.217
N 24.572 4.178 -21.596
C 25.220 5.348 -21.040
C 26.698 5.489 -21.342
O 27.438 4.467 -20.666
C 28.885 4.469 -20.850
H 22.575 0.221 -21.747
H 21.474 0.541 -20.412
H 23.106 -0.026 -20.080
H 21.339 2.833 -21.307
H 22.474 2.577 -22.515
H 22.974 4.450 -20.178
H 22.673 4.967 -21.789
H 24.932 3.296 -21.260
H 25.049 5.209 -19.972
H 24.673 6.260 -21.276
H 27.029 6.428 -20.900
H 26.899 5.521 -22.413
H 29.317 5.203 -20.170
H 29.020 4.658 -21.915
H 29.366 3.530 -20.576
C 21.391 6.252 -19.054
O 20.471 5.589 -19.939
C 19.930 6.506 -20.915
C 18.926 5.693 -21.836
N 17.597 5.497 -21.265
C 16.551 5.007 -22.142
C 15.353 4.466 -21.280
O 14.433 3.841 -22.185
C 13.505 2.933 -21.535
H 20.863 6.965 -18.421
H 22.201 6.753 -19.583
H 21.997 5.657 -18.371
H 20.850 6.868 -21.374
H 19.476 7.422 -20.537
H 19.338 4.710 -22.065
H 18.753 6.158 -22.806
H 17.739 4.975 -20.412
H 16.745 4.176 -22.820
H 16.138 5.814 -22.747
H 14.938 5.356 -20.806
H 15.620 3.738 -20.514
H 12.666 2.705 -22.192
H 13.091 3.319 -20.604
H 13.862 1.925 -21.323
C 21.645 5.524 -14.709
C 22.924 5.439 -13.917
C 22.793 5.995 -12.526
O 22.141 7.258 -12.478
C 22.673 8.065 -11.412
N 23.425 4.096 -13.927
H 21.328 6.548 -14.906
H 20.841 5.109 -14.101
H 21.751 5.035 -15.677
H 23.738 5.946 -14.435
H 23.717 6.035 -11.949
H 22.171 5.285 -11.982
H 22.096 8.989 -11.408
H 23.745 8.254 -11.454
H 22.577 7.636 -10.414
H 24.361 4.072 -13.549
H 22.883 3.499 -13.318
C 18.313 2.077 -20.351
C 18.396 2.545 -18.888
C 19.755 2.184 -18.253
O 19.652 2.487 -16.879
C 20.841 2.118 -16.217
N 18.250 3.969 -18.953
H 18.847 2.836 -20.923
H 17.311 2.018 -20.777
H 18.604 1.031 -20.447
H 17.649 2.084 -18.241
H 20.513 2.848 -18.669
H 20.033 1.142 -18.410
H 20.950 1.035 -16.179
H 20.854 2.430 -15.173
H 21.727 2.598 -16.634
H 19.119 4.453 -19.129
H 18.071 4.343 -18.032
*
```


# 6
# C2H4N2OS2

A structure of composition C2H4N2OS2 at a distorted geometry (ωB97M-V/def2-TZVPD, the Open Molecules 2025 dataset).

Calculated values
- Energy relative to the best compared isomer or geometry (same formula, charge and spin): 87.6 kcal/mol
- Frontier orbital gap: 9.4 eV

```
! RIJCOSX wB97M-V def2-TZVPD def2/J DEFGRID3
* xyz 0 1
C 0.170 0.466 -0.219
C -2.105 -0.521 -0.194
H 1.549 -2.205 0.656
H 2.112 0.984 0.889
H 0.493 2.385 -0.231
H -2.121 0.584 0.263
N 1.534 0.219 0.364
N -0.247 1.602 -0.663
O -3.162 -1.158 -0.111
S 2.285 -1.228 -0.426
S -0.508 -1.129 -0.329
*
```


# 7
# C5H7NO

An isolated molecule of C5H7NO at a distorted geometry (ωB97M-V/def2-TZVPD, the Open Molecules 2025 dataset).

Calculated values
- Energy relative to the best compared isomer or geometry (same formula, charge and spin): 59.0 kcal/mol
- Frontier orbital gap: 8.6 eV
- SMILES: Cc1occc1N

```
! RIJCOSX wB97M-V def2-TZVPD def2/J DEFGRID3
* xyz 0 1
C -1.341 -1.086 0.126
C -0.402 -0.144 0.848
O 0.630 -1.052 1.150
C 1.644 -0.772 0.346
C 1.515 0.457 -0.226
C 0.183 0.870 0.100
N -0.503 1.916 -0.484
H -2.124 -0.596 -0.448
H -0.646 -1.579 -0.587
H -1.731 -1.881 0.765
H 2.170 -1.655 0.033
H 2.195 0.916 -0.930
H 0.050 2.599 -0.978
H -1.230 2.331 0.078
*
```


# 8
# C3H8O2

A structure of composition C3H8O2 (ωB97M-V/def2-TZVPD, the Open Molecules 2025 dataset).

Calculated values
- Energy relative to the best compared isomer or geometry (same formula, charge and spin): 38.6 kcal/mol
- Frontier orbital gap: 11.2 eV

```
! RIJCOSX wB97M-V def2-TZVPD def2/J DEFGRID3
* xyz 0 1
O -0.498 2.528 0.214
C -0.747 -0.393 0.383
C -0.114 -0.965 -0.887
C 1.198 -0.770 -0.122
O 0.542 0.095 0.828
H -0.889 2.576 1.095
H -1.472 0.412 0.252
H -1.127 -1.135 1.090
H -0.211 -0.258 -1.714
H -0.391 -1.966 -1.220
H 1.560 -1.669 0.393
H 2.025 -0.273 -0.637
H 0.166 1.823 0.321
*
```


# 9
# C24H17N3O2S2

An isolated molecule of C24H17N3O2S2 at a distorted geometry (ωB97M-V/def2-TZVPD, the Open Molecules 2025 dataset).

Calculated values
- Energy relative to the best compared isomer or geometry (same formula, charge and spin): 0.0 kcal/mol
- Frontier orbital gap: 7.3 eV
- SMILES: COc1ccccc1-c1csc(NC(=O)c2cc(-c3cccs3)nc3ccccc23)n1

```
! RIJCOSX wB97M-V def2-TZVPD def2/J DEFGRID3
* xyz 0 1
C -1.845 5.893 -4.349
O -1.319 4.816 -3.610
C -0.045 4.903 -3.131
C 0.788 5.989 -3.373
C 2.071 6.031 -2.855
C 2.543 4.987 -2.081
C 1.723 3.904 -1.834
C 0.429 3.833 -2.347
C -0.367 2.651 -2.035
C -1.570 2.271 -2.560
S -2.119 0.782 -1.889
C -0.662 0.775 -0.931
N -0.400 -0.243 -0.049
C -1.265 -1.286 0.134
O -2.306 -1.357 -0.488
C -0.803 -2.287 1.134
C 0.515 -2.666 1.170
C 0.940 -3.639 2.107
C 2.322 -4.059 2.166
C 2.862 -5.005 2.997
C 4.244 -5.181 2.808
C 4.747 -4.371 1.839
S 3.543 -3.375 1.134
N 0.113 -4.200 2.962
C -1.183 -3.853 2.949
C -2.044 -4.476 3.877
C -3.373 -4.159 3.906
C -3.897 -3.210 3.015
C -3.090 -2.585 2.104
C -1.718 -2.890 2.042
N 0.128 1.773 -1.106
H -1.857 6.817 -3.763
H -1.289 6.056 -5.278
H -2.868 5.609 -4.590
H 0.443 6.818 -3.971
H 2.697 6.887 -3.061
H 3.542 5.016 -1.674
H 2.068 3.078 -1.233
H -2.154 2.772 -3.300
H 0.453 -0.162 0.487
H 1.236 -2.265 0.473
H 2.265 -5.542 3.711
H 4.841 -5.879 3.367
H 5.758 -4.295 1.490
H -1.615 -5.200 4.552
H -4.030 -4.638 4.617
H -4.950 -2.974 3.053
H -3.500 -1.865 1.413
*
```